1.
14
Properties=species:S:1:pos:R:3 method="wB97M-V/def2-TZVPD" e_homo_ev=-8.8 charge=0 de_lowest_kcal_mol=81.8 energy_ev=-11420.8659 lumo_ev=0.981
C 0.392 -1.519 -0.736
C 0.895 -1.434 0.500
O 0.580 -0.514 1.448
C -0.627 0.262 1.335
O -0.309 1.546 0.870
C -0.076 1.663 -0.478
C -0.372 0.663 -1.420
O -0.719 -0.669 -0.953
H 0.619 -2.120 -1.616
H 1.780 -1.889 0.871
H -0.758 0.527 2.343
H -1.472 -0.182 0.826
H 0.280 2.707 -0.559
H -0.211 0.959 -2.429

***

2.
40
Properties=species:S:1:pos:R:3 method="wB97M-V/def2-TZVPD" e_homo_ev=-6.1 charge=-1 de_lowest_kcal_mol=0.0 energy_ev=-26511.3394 lumo_ev=2.740
C -0.133 0.227 -0.082
O -0.827 0.765 1.018
C -0.723 -1.081 -0.617
N -1.659 -0.766 -1.732
H -0.116 0.975 -0.847
H 0.931 0.076 0.230
H -0.049 -1.829 -1.093
H -1.234 -1.641 0.200
H -2.110 -1.667 -2.018
H -2.482 -0.335 -1.299
H 0.271 1.029 2.138
H 1.359 1.999 2.951
O 1.167 1.136 2.590
H -4.272 -2.265 0.012
H -4.165 -0.726 0.238
O -4.546 -1.405 -0.333
H 3.003 -2.307 -0.452
H 2.093 -3.107 -1.403
O 2.537 -3.149 -0.552
H -2.278 0.980 0.601
H -3.409 1.497 -0.397
O -3.305 0.996 0.417
H 2.642 2.758 -2.400
H 1.556 2.459 -1.399
O 1.762 2.351 -2.331
H 2.303 0.421 -3.114
H 1.353 -0.733 -2.748
O 2.308 -0.462 -2.681
H -3.369 -0.501 1.948
H -1.842 -0.497 1.780
O -2.597 -1.026 2.138
H 3.101 -0.335 -1.116
H 3.513 -0.371 0.436
O 3.808 -0.627 -0.456
H -0.522 2.565 1.005
H -1.766 3.414 1.424
O -0.888 3.489 1.055
H 2.309 -0.150 2.273
H 3.118 -1.535 2.444
O 3.156 -0.622 2.173

***

3.
79
Properties=species:S:1:pos:R:3 method="wB97M-V/def2-TZVPD" e_homo_ev=-11.5 charge=+1 de_lowest_kcal_mol=15.6 energy_ev=-147023.9613 lumo_ev=-3.723
Ti -0.750 0.160 0.641
B -0.330 -1.366 3.733
N -1.675 -1.573 2.935
C -2.708 -2.272 3.380
C -3.695 -2.330 2.397
C -3.175 -1.606 1.351
N -1.939 -1.156 1.661
N 0.357 -0.025 3.298
C 1.045 0.769 4.107
C 1.867 1.610 3.358
C 1.625 1.258 2.051
N 0.713 0.256 2.007
H 0.417 -2.288 3.506
H -0.610 -1.259 4.896
H -2.690 -2.676 4.380
H -4.658 -2.804 2.458
H -3.622 -1.351 0.404
H 0.933 0.667 5.174
H 2.546 2.360 3.721
H 2.034 1.670 1.142
C -0.253 0.895 -1.215
Si 1.285 0.146 -1.957
C 0.851 -1.646 -1.662
N 0.178 -1.903 -0.342
C 1.169 -2.504 0.631
C 1.035 -4.013 0.800
C 0.843 -4.717 -0.537
C -0.428 -4.189 -1.232
C -0.915 -2.899 -0.578
C 1.425 0.416 -3.786
C 2.605 0.869 -4.380
C 2.690 1.029 -5.758
C 1.597 0.741 -6.560
C 0.412 0.292 -5.988
C 0.332 0.134 -4.614
C 2.812 0.798 -1.116
C 3.820 -0.003 -0.579
C 4.913 0.558 0.073
C 5.017 1.936 0.190
C 4.037 2.756 -0.358
C 2.949 2.189 -1.005
H -1.090 0.683 -1.892
H -0.212 1.982 -1.083
H 1.649 -2.368 -1.844
H 0.109 -1.824 -2.448
H 1.078 -2.026 1.600
H 2.161 -2.263 0.254
H 0.205 -4.245 1.473
H 1.935 -4.363 1.308
H 0.781 -5.795 -0.393
H 1.719 -4.544 -1.166
H -1.243 -4.911 -1.158
H -0.252 -4.040 -2.297
H -1.371 -3.123 0.382
H -1.681 -2.418 -1.191
H 3.471 1.097 -3.769
H 3.612 1.380 -6.204
H 1.665 0.865 -7.633
H -0.444 0.071 -6.612
H -0.606 -0.208 -4.186
H 3.769 -1.081 -0.672
H 5.685 -0.080 0.484
H 5.868 2.374 0.695
H 4.123 3.833 -0.283
H 2.193 2.845 -1.427
Br -5.439 1.653 -0.360
C -4.713 2.934 0.823
C -5.574 3.943 1.221
C -5.140 4.931 2.091
C -3.838 4.926 2.573
C -2.978 3.923 2.174
C -3.398 2.915 1.298
C -2.402 1.899 0.955
O -2.611 0.913 0.189
O -1.213 1.940 1.455
H -6.587 3.950 0.844
H -5.830 5.709 2.393
H -3.499 5.696 3.251
H -1.959 3.898 2.533

***

4.
65
Properties=species:S:1:pos:R:3 method="wB97M-V/def2-TZVPD" e_homo_ev="0.1 / -0.7" spin_multiplicity=3 charge=-2 energy_ev=-92255.0984 lumo_ev="4.627 / 4.619"
Pt -0.235 -0.064 0.225
C -0.604 1.138 3.871
Si -0.615 -0.292 2.622
C -0.915 -1.863 3.638
C -2.048 -0.135 1.391
C -2.334 1.172 0.705
C -4.106 2.235 1.091
C -3.735 2.316 -1.063
C -3.009 0.352 -0.985
C -2.508 -0.697 -1.400
Si -0.742 -0.256 -2.169
C -0.450 -1.758 -3.282
C -0.642 1.303 -3.241
H -1.581 1.623 3.820
H 0.148 1.885 3.623
H -0.441 0.767 4.887
H -1.855 -1.751 4.186
H -0.103 -1.978 4.362
H -0.968 -2.767 3.031
H -3.985 1.926 2.203
H -4.519 3.217 1.285
H -3.867 3.361 -1.303
H -3.582 1.963 -2.193
H -1.182 -1.773 -4.094
H -0.516 -2.691 -2.723
H 0.554 -1.692 -3.715
H -1.603 1.447 -3.747
H 0.149 1.217 -3.989
H -0.468 2.182 -2.620
Cl -1.533 -3.846 0.260
C -2.627 -2.514 0.591
C -3.949 -2.797 0.998
C -5.158 -2.002 1.095
C -5.490 -0.653 0.735
C -4.585 0.278 0.360
Cl -3.587 1.289 0.007
C -2.191 -1.179 0.295
S -1.121 2.369 0.827
H -4.106 -3.837 1.271
H -6.014 -2.552 1.479
H -6.518 -0.308 0.851
C 4.654 -1.336 -3.724
C 4.860 -2.123 -2.599
C 4.055 -1.960 -1.477
C 3.032 -1.011 -1.442
C 2.848 -0.228 -2.584
C 3.639 -0.386 -3.713
Si 1.992 -0.701 0.149
C 3.115 0.698 0.887
C 2.664 2.020 0.861
C 3.440 3.060 1.363
C 4.695 2.798 1.897
C 5.166 1.492 1.925
C 4.382 0.458 1.426
H 5.278 -1.462 -4.602
H 5.655 -2.862 -2.600
H 4.226 -2.582 -0.604
H 2.059 0.519 -2.579
H 3.470 0.232 -4.588
H 2.457 -1.895 0.944
H 1.681 2.226 0.453
H 3.061 4.076 1.339
H 5.300 3.605 2.297
H 6.149 1.284 2.336
H 4.761 -0.559 1.450

***

5.
14
Properties=species:S:1:pos:R:3 method="wB97M-V/def2-TZVPD" e_homo_ev=-8.3 smiles="CC1=CCC=C1" charge=0 de_lowest_kcal_mol=23.1 energy_ev=-6349.7839 lumo_ev=1.117
C 1.569 -0.557 -1.514
C 0.428 -0.080 -0.610
C 0.385 1.011 0.228
C -0.772 1.025 1.132
C -1.306 -0.362 0.945
C -0.629 -1.010 -0.043
H 2.423 -0.796 -0.896
H 1.746 0.263 -2.242
H 1.224 -1.469 -2.053
H 1.093 1.741 0.082
H -1.505 1.888 1.255
H -0.186 0.819 2.097
H -2.108 -0.680 1.582
H -0.734 -1.923 -0.651

***

6.
57
Properties=species:S:1:pos:R:3 method="wB97M-V/def2-TZVPD" e_homo_ev=-7.9 charge=0 de_lowest_kcal_mol=445.8 energy_ev=-42323.2195 lumo_ev=-0.378
C -2.782 -2.850 -2.635
C -2.931 -2.076 -1.441
C -2.014 -0.742 -1.392
N -2.350 0.079 -0.313
C -2.023 -0.531 0.895
H -1.744 0.425 1.670
C -3.223 -1.175 2.050
C -2.548 -1.616 3.029
H -1.833 -2.364 2.811
H -2.007 -0.905 3.731
H -3.355 -1.904 3.780
H -4.010 -0.231 2.059
H -3.586 -2.024 1.193
H -1.184 -0.951 0.971
C -3.674 0.822 -0.509
H -4.576 0.241 0.173
C -3.563 2.053 0.342
H -4.644 2.580 0.397
H -3.147 2.222 1.254
C -2.718 3.233 -0.345
N -1.378 2.695 -0.597
C -0.398 3.515 0.082
O -0.372 4.698 0.337
C 0.972 2.752 0.074
C 1.152 1.504 -0.282
C 2.502 0.741 -0.058
N 2.472 -0.819 0.013
C 3.667 -1.034 -0.019
C 4.784 -0.536 0.054
C 4.873 0.822 -0.058
C 3.599 1.641 -0.171
C 3.408 2.903 -0.296
C 2.228 3.536 -0.133
H 2.049 4.440 -0.200
H 4.291 3.479 -0.211
Cl 6.358 1.963 -0.188
C 6.034 -1.455 -0.216
H 6.825 -1.102 0.856
H 6.380 -1.534 -1.043
C 5.252 -2.638 0.552
H 5.928 -3.725 0.196
H 5.315 -2.746 1.782
C 3.787 -2.714 0.098
H 3.173 -3.315 0.797
H 3.603 -3.036 -0.995
H 0.458 0.615 0.024
H -1.172 1.599 -0.654
H -2.929 3.169 -1.448
H -2.644 4.256 -0.077
H -4.009 1.051 -1.394
H -1.107 -1.118 -1.339
H -2.247 -0.232 -2.355
H -2.707 -2.653 -0.680
H -4.063 -1.834 -1.305
H -2.929 -2.305 -3.476
H -3.424 -3.637 -2.549
H -1.818 -3.231 -2.841

***

7.
74
Properties=species:S:1:pos:R:3 method="wB97M-V/def2-TZVPD" e_homo_ev="-16.2 / -16.2" spin_multiplicity=3 charge=+3 de_lowest_kcal_mol=0.0 energy_ev=-71945.4159 lumo_ev="-7.822 / -12.106"
Au -0.458 -0.472 0.157
P -1.881 -1.874 1.532
P 1.417 -0.518 1.655
P -1.778 -0.601 -1.819
H 4.130 0.059 -5.266
C 3.036 0.048 -5.207
C 2.534 1.338 -4.583
H 3.288 2.128 -4.726
C -1.541 -3.640 1.252
C -1.685 -1.619 3.319
C -3.678 -1.692 1.321
C 2.909 0.375 1.149
C 1.181 0.108 3.359
C 2.004 -2.228 1.880
C -1.107 0.037 -3.380
C -3.374 0.285 -1.684
C -2.274 -2.319 -2.222
H 2.649 0.025 -6.229
H 1.618 1.622 -5.113
H -2.208 -4.244 1.883
H -0.498 -3.866 1.508
H -1.712 -3.895 0.196
H -2.444 -2.211 3.851
H -1.839 -0.559 3.557
H -0.688 -1.925 3.660
H -4.177 -2.300 2.090
H -4.010 -2.028 0.331
H -3.972 -0.643 1.466
H 3.450 0.730 2.036
H 2.642 1.234 0.521
H 3.564 -0.283 0.566
H 1.467 -0.667 4.083
H 0.146 0.408 3.542
H 1.824 0.984 3.505
H 2.944 -2.232 2.447
H 2.182 -2.673 0.896
H 1.262 -2.835 2.417
H -1.907 0.110 -4.131
H -0.322 -0.630 -3.760
H -0.669 1.028 -3.212
H -3.895 0.254 -2.655
H -3.172 1.332 -1.419
H -4.013 -0.168 -0.913
H -2.858 -2.331 -3.156
H -2.878 -2.764 -1.418
H -1.368 -2.922 -2.361
C 3.221 0.175 -2.264
C 2.687 -1.082 -2.528
C 3.449 -2.228 -2.270
C 4.799 -2.060 -1.920
C 5.311 -0.781 -1.644
C 4.511 0.355 -1.746
S 2.271 1.493 -2.824
H 1.788 -1.052 -3.138
H 2.711 -0.886 -4.753
H 2.971 -3.217 -2.389
H 5.458 -2.932 -1.924
H 6.385 -0.692 -1.461
H 4.857 1.375 -1.574
N -3.958 5.013 3.959
C -2.624 4.982 3.661
O -1.838 5.837 4.063
C -2.189 3.856 2.768
C -3.072 2.940 2.175
C -2.553 1.891 1.410
N -1.242 1.726 1.206
C -0.389 2.636 1.700
C -0.821 3.700 2.495
H -4.247 5.714 4.623
H -4.563 4.218 3.841
H -4.146 3.005 2.288
H -3.236 1.170 0.956
H 0.677 2.510 1.472
H -0.057 4.370 2.893

***

8.
25
Properties=species:S:1:pos:R:3 method="wB97M-V/def2-TZVPD" e_homo_ev=-9.1 charge=0 de_lowest_kcal_mol=94.7 energy_ev=-28370.4581 lumo_ev=-0.265
C -0.933 -2.447 -0.754
C -0.429 -1.384 1.470
C -0.866 2.225 0.024
C 0.808 1.646 1.769
C 0.526 0.630 -2.376
C 0.073 -1.602 0.036
N 0.209 1.386 0.420
Si 0.667 0.047 -0.555
Cl 3.569 -0.741 -0.630
H -1.726 -1.787 -1.357
H -0.438 -3.114 -1.497
H -1.316 -3.192 -0.043
H -1.363 -0.695 1.396
H 0.359 -1.009 2.095
H -0.900 -2.298 1.913
H -0.799 3.256 0.349
H -0.939 2.365 -1.164
H -1.741 1.851 0.427
H 1.350 0.796 2.049
H 1.370 2.559 1.739
H 0.141 1.715 2.696
H -0.235 -0.123 -2.897
H 0.062 1.656 -2.436
H 1.484 0.542 -2.808
H 1.068 -2.282 0.134

***

9.
14
Properties=species:S:1:pos:R:3 method="wB97M-V/def2-TZVPD" e_homo_ev=-9.9 smiles="O/N=C1/CC[C@H]1O" charge=0 de_lowest_kcal_mol=77.5 energy_ev=-9843.9208 lumo_ev=0.912
O 2.018 1.533 0.222
N 1.765 0.259 -0.296
C 0.543 -0.012 -0.403
C -0.044 -1.370 -0.645
C -1.299 -0.846 0.110
C -0.761 0.611 0.019
O -0.745 1.353 1.206
H 2.937 1.354 0.440
H 0.515 -2.188 -0.182
H -0.202 -1.589 -1.703
H -1.319 -1.163 1.154
H -2.260 -1.044 -0.366
H -1.229 1.166 -0.809
H 0.087 1.850 1.207

***

10.
81
Properties=species:S:1:pos:R:3 method="wB97M-V/def2-TZVPD" e_homo_ev="-8.2 / -8.2" spin_multiplicity=2 charge=0 de_lowest_kcal_mol=382.4 energy_ev=-209283.7763 lumo_ev="-1.276 / -1.383"
Zn -0.995 -0.751 -1.616
C 0.059 0.927 -1.894
Si -1.003 2.123 -1.002
C -2.779 1.484 -1.329
N -2.921 0.015 -1.124
C -3.975 -0.558 -1.996
C -5.378 -0.123 -1.593
C -5.631 -0.401 -0.095
C -4.439 -1.110 0.544
C -3.164 -0.310 0.325
C -0.699 2.124 0.853
C 0.430 1.528 1.412
C 0.624 1.512 2.788
C -0.305 2.103 3.631
C -1.431 2.716 3.094
C -1.620 2.722 1.720
C -1.018 3.905 -1.609
C -0.711 4.988 -0.784
C -0.715 6.289 -1.271
C -1.027 6.532 -2.600
C -1.330 5.469 -3.441
C -1.322 4.174 -2.947
H 1.080 0.835 -1.525
H 0.115 1.167 -2.960
H -2.954 1.682 -2.393
H -3.556 2.032 -0.784
H -3.894 -1.643 -1.958
H -3.749 -0.262 -3.021
H -6.092 -0.662 -2.218
H -5.514 0.937 -1.815
H -6.535 -0.996 0.038
H -5.801 0.540 0.435
H -4.323 -2.119 0.144
H -4.590 -1.216 1.620
H -2.303 -0.842 0.733
H -3.239 0.633 0.872
H 1.160 1.050 0.769
H 1.504 1.033 3.202
H -0.155 2.088 4.704
H -2.158 3.185 3.745
H -2.504 3.205 1.315
H -0.461 4.815 0.257
H -0.471 7.113 -0.612
H -1.029 7.545 -2.982
H -1.568 5.651 -4.481
H -1.548 3.356 -3.625
C 5.389 -3.827 0.181
N 4.438 -2.750 0.265
N 2.301 -1.497 0.586
C 1.080 -2.121 0.381
O 0.102 -1.416 0.254
C 1.004 -3.592 0.288
C 2.044 -4.383 0.368
C 2.384 -5.800 0.256
C 4.386 -0.361 0.795
C 3.627 -2.363 2.678
C 3.924 -1.593 3.723
C 4.359 -0.213 3.894
C 4.704 0.733 3.011
C 4.738 0.671 1.554
H 6.401 -3.423 0.159
H 5.203 -4.368 -0.743
H 5.290 -4.508 1.028
H 0.007 -3.978 0.074
H 1.539 -6.360 -0.160
H 2.637 -6.221 1.231
H 3.240 -5.944 -0.405
H 3.342 -3.405 2.748
H 3.832 -2.127 4.665
H 4.428 0.069 4.938
H 5.019 1.678 3.442
H 5.097 1.545 1.023
O -0.755 -4.508 -2.341
Cl -1.714 -3.454 -2.371
O -2.907 -3.834 -3.047
O -2.013 -2.999 -1.015
O -1.123 -2.271 -3.056
Cl 4.471 1.683 -1.733
Ge 4.858 -0.520 -1.681
Cl 3.682 -1.793 0.993
Cl 2.920 -1.236 -2.511

***

11.
23
Properties=species:S:1:pos:R:3 method="wB97M-V/def2-TZVPD" e_homo_ev=-4.6 charge=-1 energy_ev=-117814.2889 lumo_ev=2.876
S 3.045 -2.961 1.814
P 1.741 -2.335 0.455
B 0.088 -3.354 0.237
Br -0.347 -3.587 -1.755
P -1.460 -2.485 1.067
S -1.241 -0.953 2.316
H 2.282 -2.249 -0.840
H 1.396 -0.984 0.633
H 0.252 -4.426 0.739
H -2.339 -2.180 0.009
H -2.210 -3.520 1.660
C -0.061 0.954 -0.839
O 0.592 0.482 -1.748
N -0.118 2.280 -0.563
C -0.877 2.775 0.563
C 0.641 3.193 -1.390
H -0.665 0.362 -0.134
H -1.666 3.462 0.241
H -0.233 3.298 1.275
H -1.334 1.931 1.079
H 0.316 3.140 -2.431
H 1.704 2.950 -1.366
H 0.495 4.207 -1.020